[1]
{"formula": "C25H33Cl2N5OReSb", "method": "wB97M-V/def2-TZVPD", "elements": ["Re", "C", "C", "C", "C", "C", "C", "N", "C", "C", "C", "C", "C", "C", "N", "N", "C", "C", "C", "C", "C", "N", "H", "H", "H", "H", "H", "H", "H", "H", "H", "H", "H", "H", "H", "Cl", "C", "Cl", "H", "H", "C", "N", "C", "C", "C", "O", "H", "H", "H", "H", "H", "H", "H", "H", "H", "C", "Sb", "C", "C", "H", "H", "H", "H", "H", "H", "H", "H", "H"], "coordinates": [[0.435, -0.170, 0.297], [-1.864, -5.186, 1.118], [-2.029, -4.415, 2.261], [-1.854, -3.050, 2.207], [-1.552, -2.415, 0.985], [-1.374, -3.207, -0.160], [-1.527, -4.576, -0.087], [-1.354, -1.045, 0.949], [-2.096, -0.246, 1.761], [-3.378, -0.537, 2.264], [-4.022, 0.368, 3.077], [-3.422, 1.583, 3.438], [-2.177, 1.916, 2.950], [-1.514, 1.020, 2.099], [-0.263, 1.196, 1.575], [0.414, 2.247, 1.860], [1.650, 2.277, 1.306], [2.555, 3.300, 1.619], [3.821, 3.257, 1.075], [4.162, 2.197, 0.236], [3.210, 1.240, -0.057], [1.979, 1.269, 0.447], [-1.994, -6.255, 1.165], [-2.288, -4.879, 3.198], [-1.923, -2.458, 3.106], [-1.167, -2.729, -1.109], [-1.394, -5.179, -0.969], [-3.856, -1.463, 1.986], [-5.006, 0.136, 3.452], [-3.951, 2.252, 4.098], [-1.691, 2.843, 3.213], [2.241, 4.076, 2.298], [4.544, 4.024, 1.299], [5.157, 2.105, -0.163], [3.446, 0.407, -0.707], [1.315, -1.550, -1.415], [1.907, -2.967, 1.592], [1.557, -1.403, 1.986], [2.903, -3.319, 1.782], [1.094, -3.646, 1.412], [-1.822, 4.303, -1.695], [-0.804, 3.270, -1.671], [0.561, 3.746, -1.715], [-1.103, 1.995, -1.547], [-2.530, 1.611, -1.339], [-0.194, 1.086, -1.615], [-1.358, 5.257, -1.933], [-2.310, 4.397, -0.723], [-2.581, 4.097, -2.449], [0.778, 4.205, -2.678], [1.255, 2.929, -1.536], [0.692, 4.505, -0.944], [-3.117, 1.793, -2.238], [-2.988, 2.194, -0.541], [-2.595, 0.554, -1.093], [2.132, 1.103, -3.830], [0.924, -0.662, -3.581], [1.919, -2.286, -4.543], [-1.152, -0.655, -4.156], [2.722, 0.935, -4.726], [2.791, 1.215, -2.973], [1.496, 1.972, -3.955], [1.979, -2.075, -5.606], [1.360, -3.209, -4.402], [2.922, -2.397, -4.139], [-1.194, -1.097, -5.150], [-1.514, 0.368, -4.180], [-1.731, -1.258, -3.463]], "lowdin_charge": [0.97, -0.03, -0.03, -0.03, -0.32, -0.07, -0.06, -0.08, -0.23, 0.01, -0.01, -0.02, 0.02, -0.20, -0.13, 0.13, -0.31, 0.05, 0.01, 0.00, -0.14, -0.09, 0.12, 0.13, 0.12, 0.07, 0.12, 0.13, 0.13, 0.13, 0.12, 0.14, 0.13, 0.13, 0.10, 0.27, -0.37, 0.75, 0.04, 0.02, 0.01, -0.10, 0.00, -0.45, 0.03, -0.26, 0.11, 0.11, 0.11, 0.11, 0.06, 0.11, 0.11, 0.10, 0.08, -0.18, 1.42, -0.23, -0.18, 0.04, 0.01, 0.02, 0.04, 0.04, 0.04, 0.04, 0.03, 0.03], "e_above_lowest_kcal_mol": 50.1, "homo_energy_ev": [-15.60, -15.67], "s2": 1.24, "total_charge": 3, "e_tot_ev": -69643.15683, "molar_mass_g_mol": 798.4, "multiplicity": 2}

=====

[2]
{"formula": "C3H3NO2", "method": "wB97M-V/def2-TZVPD", "elements": ["O", "C", "N", "C", "C", "O", "H", "H", "H"], "coordinates": [[1.423, -4.353, -1.517], [1.184, -3.310, -1.083], [1.465, -2.255, -0.565], [0.834, -1.104, -0.105], [-0.288, -0.247, -0.020], [-1.665, -0.063, -0.501], [1.721, -0.569, 0.331], [-0.288, 0.676, 0.657], [-1.455, 0.354, -1.357]], "lowdin_charge": [0.19, -0.29, 0.12, -0.13, -0.12, -0.09, 0.11, 0.12, 0.08], "e_above_lowest_kcal_mol": 80.3, "homo_energy_ev": -9.25, "e_tot_ev": -8741.65064, "smiles": "O=C=N/C=C\\O", "molar_mass_g_mol": 85.1, "multiplicity": 1}

=====

[3]
{"formula": "C8H24O4", "method": "wB97M-V/def2-TZVPD", "elements": ["C", "C", "O", "H", "H", "H", "H", "H", "H", "C", "C", "O", "H", "H", "H", "H", "H", "H", "C", "C", "O", "H", "H", "H", "H", "H", "H", "C", "C", "O", "H", "H", "H", "H", "H", "H"], "coordinates": [[6.519, -0.113, 2.624], [5.053, 0.446, 2.738], [4.320, -0.284, 3.738], [6.437, -0.961, 1.945], [7.062, -0.370, 3.534], [7.106, 0.616, 2.066], [4.675, 0.344, 1.721], [4.933, 1.428, 3.197], [4.787, -0.413, 4.567], [-1.012, -4.279, 0.173], [-0.009, -3.617, 1.105], [-0.585, -2.535, 1.812], [-0.563, -4.938, -0.571], [-1.452, -3.565, -0.523], [-1.724, -4.836, 0.783], [0.802, -3.143, 0.551], [0.378, -4.265, 1.890], [0.074, -2.015, 2.278], [-5.889, 2.367, -0.541], [-5.384, 1.397, 0.425], [-4.126, 1.753, 0.920], [-6.732, 1.999, -1.126], [-5.098, 2.656, -1.232], [-6.158, 3.309, -0.063], [-5.211, 0.419, -0.024], [-6.066, 1.212, 1.254], [-3.693, 0.915, 1.099], [1.096, 2.239, -3.521], [-0.321, 1.889, -3.989], [-0.474, 0.508, -4.035], [1.892, 1.866, -4.165], [1.245, 1.778, -2.544], [1.121, 3.326, -3.450], [-0.445, 2.235, -5.015], [-1.153, 2.291, -3.411], [-1.402, 0.339, -4.210]], "lowdin_charge": [-0.09, -0.28, -0.12, 0.07, 0.07, 0.06, 0.11, 0.10, 0.07, -0.08, -0.33, -0.10, 0.07, 0.07, 0.07, 0.11, 0.11, 0.08, -0.10, -0.38, -0.07, 0.08, 0.08, 0.08, 0.11, 0.11, 0.08, -0.08, -0.35, -0.08, 0.07, 0.07, 0.07, 0.10, 0.11, 0.08], "e_above_lowest_kcal_mol": 43.6, "homo_energy_ev": -10.04, "e_tot_ev": -16872.81881, "smiles": "CCO.CCO.CCO.CCO", "molar_mass_g_mol": 184.3, "multiplicity": 1}

=====

[4]
{"formula": "C5H8N2", "method": "wB97M-V/def2-TZVPD", "elements": ["C", "C", "N", "C", "C", "C", "N", "H", "H", "H", "H", "H", "H", "H", "H"], "coordinates": [[-0.602, 1.767, -1.190], [0.482, 0.673, -1.072], [0.301, -0.214, 0.040], [-0.139, -1.491, 0.051], [-0.162, -1.917, 1.346], [0.366, -0.811, 2.089], [0.623, 0.206, 1.263], [-0.684, 2.360, -0.242], [-1.608, 1.315, -1.397], [-0.359, 2.384, -2.059], [0.613, 0.094, -2.004], [1.418, 1.195, -0.819], [-0.383, -2.011, -0.841], [-0.385, -2.891, 1.672], [0.521, -0.658, 3.163]], "lowdin_charge": [-0.09, -0.21, -0.20, -0.09, -0.08, -0.14, 0.06, 0.08, 0.08, 0.06, 0.12, 0.12, 0.11, 0.07, 0.10], "e_above_lowest_kcal_mol": 16.2, "homo_energy_ev": -9.18, "e_tot_ev": -8294.29232, "smiles": "CCn1cccn1", "molar_mass_g_mol": 96.1, "multiplicity": 1}